# 1
{"formula": "C14H20N2O", "method": "the ωB97M-V functional and the def2-TZVPD basis", "e_homo_ev": -8.10, "mol_weight_da": 232.33, "homo_lumo_gap_ev": 8.8, "elements": ["C", "C", "C", "N", "C", "C", "C", "C", "C", "C", "H", "H", "H", "H", "H", "H", "H", "H", "H", "C", "C", "N", "C", "C", "C", "O", "H", "H", "H", "H", "H", "H", "H", "H", "H", "H", "H"], "positions_angstrom": [[-0.05578, -0.89942, 3.96490], [1.13858, -0.65904, 3.09659], [2.24306, 0.13745, 3.20145], [3.01614, -0.04268, 2.01551], [2.34818, -0.88658, 1.16950], [2.70507, -1.35009, -0.10908], [1.74211, -2.03237, -0.82555], [0.52465, -2.36622, -0.22010], [0.27245, -2.09458, 1.09475], [1.18179, -1.30496, 1.82221], [0.36043, -1.15709, 4.96096], [-0.80205, -1.61672, 3.61293], [-0.55846, 0.06893, 4.14956], [2.80643, 0.63032, 3.96645], [3.83154, 0.50820, 1.84323], [3.65880, -1.08296, -0.55822], [1.92478, -2.31555, -1.85564], [-0.26501, -2.94555, -0.68870], [-0.64413, -2.31240, 1.66104], [0.83740, 0.58519, -2.39948], [-0.45472, 1.01735, -1.60934], [-1.65382, 1.67800, -2.16541], [-1.92219, 2.55537, -3.33923], [-2.85936, 1.25936, -1.59346], [-2.88261, 0.67318, -0.17634], [-3.98449, 1.47703, -2.02002], [0.57704, -0.29391, -3.00647], [1.32930, 0.25513, -1.39972], [1.49214, 1.20596, -2.81300], [-0.70451, 0.01440, -1.15815], [-0.10174, 1.46310, -0.64375], [-2.91152, 2.95462, -2.97512], [-1.42900, 3.43808, -3.14559], [-1.86093, 1.95572, -4.29714], [-3.12972, 1.42726, 0.56619], [-2.03467, 0.07666, 0.15456], [-3.73515, -0.02114, -0.28032]]}


# 2
{"formula": "C14H20N2O", "method": "the ωB97M-V functional and the def2-TZVPD basis", "e_homo_ev": -7.98, "mol_weight_da": 232.33, "homo_lumo_gap_ev": 8.8, "elements": ["C", "C", "C", "N", "C", "C", "C", "C", "C", "C", "H", "H", "H", "H", "H", "H", "H", "H", "H", "C", "C", "N", "C", "C", "C", "O", "H", "H", "H", "H", "H", "H", "H", "H", "H", "H", "H"], "positions_angstrom": [[-1.94033, 2.25479, 2.99947], [-0.65358, 2.51693, 2.28410], [-0.28448, 3.47864, 1.41882], [1.06561, 3.27532, 0.88363], [1.60844, 2.24985, 1.71224], [2.87718, 1.73889, 2.00025], [3.00720, 0.57991, 2.71987], [1.86418, -0.07465, 3.27233], [0.59432, 0.49784, 3.11120], [0.54104, 1.72032, 2.43952], [-2.17209, 1.18226, 3.09151], [-2.70377, 2.83811, 2.46475], [-2.00985, 2.61326, 4.04489], [-0.82332, 4.32708, 1.01882], [1.42603, 4.06402, 0.40276], [3.76606, 2.24664, 1.68984], [3.99481, 0.15446, 3.01767], [1.89914, -1.09234, 3.56212], [-0.20634, -0.02765, 3.59550], [-0.24313, -0.03116, -3.03001], [-0.62354, -1.41731, -3.59937], [-1.14641, -2.49491, -2.70929], [-2.50897, -3.02935, -2.70792], [-0.58468, -2.51114, -1.39321], [1.03579, -2.48339, -1.51647], [-1.37309, -2.62854, -0.47163], [-1.24093, 0.43341, -2.80939], [0.30059, 0.41149, -3.87293], [0.32779, -0.24680, -2.22343], [-1.46924, -1.23063, -4.19005], [0.22395, -2.08272, -3.97944], [-2.38515, -4.16488, -3.02416], [-3.00297, -2.91051, -1.75867], [-3.37143, -2.71064, -3.39182], [1.10844, -2.96845, -2.47798], [1.37320, -1.52772, -1.76314], [1.72953, -2.95045, -0.81036]]}


# 3
{"formula": "C14H20N2O4", "method": "the ωB97M-V functional and the def2-TZVPD basis", "e_homo_ev": -8.33, "mol_weight_da": 280.32, "homo_lumo_gap_ev": 8.9, "elements": ["C", "C", "C", "C", "N", "C", "O", "C", "N", "C", "C", "C", "C", "C", "O", "C", "C", "C", "O", "O", "H", "H", "H", "H", "H", "H", "H", "H", "H", "H", "H", "H", "H", "H", "H", "H", "H", "H", "H", "H"], "positions_angstrom": [[0.31071, -0.36738, -3.20555], [0.97151, 0.67007, -2.19564], [0.30875, 2.02334, -2.32596], [1.01456, 0.19590, -0.61470], [1.80120, 1.14375, 0.17634], [1.69294, 1.39754, 1.45694], [2.35171, 2.36321, 1.86271], [0.78508, 0.52699, 2.27348], [1.31179, 0.77234, 3.65617], [-0.79242, 0.91301, 2.10692], [-1.61880, 0.07908, 1.08070], [-1.52980, -1.34858, 1.03143], [-2.15751, -2.02223, 0.00397], [-2.91057, -1.39644, -1.00623], [-3.68145, -2.06221, -1.88897], [-3.02513, 0.02453, -0.87071], [-2.55888, 0.68295, 0.16390], [1.76524, -1.07350, -0.50245], [1.44424, -1.84205, 0.33475], [3.12520, -0.93717, -0.77816], [0.75305, -1.38270, -3.17668], [0.54220, -0.25527, -4.24682], [-0.78165, -0.57443, -2.99839], [1.95726, 0.84377, -2.51191], [-0.76217, 2.23287, -2.09720], [0.67132, 2.70539, -1.43269], [0.59890, 2.47312, -3.26465], [-0.02770, 0.04465, -0.31058], [2.37335, 1.67802, -0.49716], [0.86882, -0.48982, 2.03968], [2.11599, 0.21518, 3.90061], [1.62542, 1.80044, 3.84596], [-1.14550, 0.52419, 3.05270], [-0.97708, 1.91237, 1.88492], [-0.98126, -2.01624, 1.83568], [-2.14929, -3.14535, 0.09198], [-3.50106, -2.98006, -1.55752], [-3.28484, 0.92377, -1.59364], [-2.56940, 1.90958, 0.21408], [3.43095, -1.83809, -0.62514]]}


# 4
{"formula": "C14H20N3ReSb3Se4", "method": "the ωB97M-V functional and the def2-TZVPD basis", "e_homo_ev": -16.86, "charge": 3, "mol_weight_da": 1097.66, "homo_lumo_gap_ev": 4.4, "elements": ["Re", "C", "Sb", "C", "C", "C", "C", "C", "C", "C", "C", "C", "Sb", "C", "C", "H", "H", "H", "H", "H", "H", "H", "H", "H", "H", "H", "H", "H", "H", "H", "H", "H", "H", "H", "H", "Se", "Sb", "Se", "Se", "Se", "N", "C", "N", "C", "N"], "positions_angstrom": [[0.46148, 0.47000, -2.24783], [0.71507, -3.69191, -1.15930], [0.15751, -1.73181, -0.53424], [1.55850, -1.28534, 1.01589], [-1.81353, -1.91890, 0.50746], [-1.58502, -1.40233, 1.86713], [-1.19748, -2.28146, 2.88142], [-0.87377, -1.82251, 4.14507], [-0.90060, -0.45590, 4.40807], [-1.30218, 0.42758, 3.42260], [-1.67892, -0.02364, 2.15363], [-2.26197, 0.93426, 1.19696], [-0.92728, 1.93058, -0.30051], [-2.19902, 3.47959, -1.05601], [0.62703, 2.87997, 0.82026], [0.85233, -4.26132, -0.23951], [1.64557, -3.67277, -1.72285], [-0.07105, -4.13776, -1.76441], [1.25903, -1.85188, 1.89655], [1.56812, -0.22441, 1.25245], [2.54740, -1.60739, 0.69342], [-1.97731, -2.99488, 0.46929], [-2.54755, -1.39641, -0.09910], [-1.17162, -3.34491, 2.66819], [-0.60490, -2.51969, 4.92717], [-0.62862, -0.08979, 5.38892], [-1.38011, 1.48532, 3.64888], [-2.58615, 1.84549, 1.70364], [-3.07828, 0.54897, 0.58948], [-2.84110, 3.79738, -0.23462], [-2.80791, 3.09842, -1.87278], [-1.59870, 4.32130, -1.39387], [0.15934, 3.64945, 1.43478], [1.34258, 3.34175, 0.14450], [1.12650, 2.15864, 1.46388], [1.75605, 0.84747, -6.48316], [-0.13879, 1.95706, -5.55901], [0.71708, 2.68518, -2.85597], [-1.09821, -0.22772, -3.69967], [-2.13966, 3.24391, -5.40599], [6.91878, -0.70987, -2.17434], [5.81507, -0.54767, -2.46082], [4.55126, -0.36837, -2.78247], [3.41330, -0.31109, -2.45117], [2.21772, -0.22255, -2.20202]]}